one:
DFT (wB97M-V/def2-TZVPD) results for 2 unconnected molecules or ions with the total composition C3H8N2O.

## Properties
LUMO level	0.92	eV
structure (SMILES)	[H]/N=N\[H].C/C=C/O
net charge	0
Kohn-Sham gap	9.65	eV
HOMO energy	-8.73	eV

Bonds (Å) are listed after each position.
CARTESIAN COORDINATES (ANGSTROEM)
1 H 1.517 -2.145 -0.020  N2 1.054
2 N 1.793 -1.392 0.665  H1 1.054, N3 1.190
3 N 1.114 -1.301 1.638  N2 1.190, H4 1.051
4 H 0.335 -1.968 1.870  N3 1.051
5 C -1.086 -0.644 -0.166  C6 1.477, H9 1.015, H10 1.112, H11 1.127
6 C -0.306 0.480 -0.723  C5 1.477, C7 1.336, H12 1.104
7 C 0.050 1.592 -0.074  C6 1.336, O8 1.426, H13 1.026
8 O 0.411 2.865 -0.606  C7 1.426, H14 0.951
9 H -1.204 -0.480 0.829  C5 1.015
10 H -2.065 -0.620 -0.691  C5 1.112
11 H -0.616 -1.641 -0.402  C5 1.127
12 H -0.155 0.528 -1.815  C6 1.104
13 H 0.172 1.622 0.944  C7 1.026
14 H 0.039 3.104 -1.448  O8 0.951

two:
DFT (wB97M-V/def2-TZVPD) results for C3H8N2O in the gas phase.

## Properties
LUMO level	0.68	eV
net charge	0
Kohn-Sham gap	7.58	eV
HOMO energy	-6.90	eV

Bonds (Å) are listed after each position.
CARTESIAN COORDINATES (ANGSTROEM)
1 C 1.532 0.145 -0.556  N2 1.518, H7 1.100, H8 1.099
2 N 0.057 -0.214 -0.517  C1 1.518, C3 1.490, C4 1.530, H9 1.020
3 C -0.122 -1.652 -0.173  N2 1.490, H10 1.090, H11 1.088, H12 1.092
4 C -1.007 0.585 0.238  N2 1.530, O5 1.209, N6 1.334
5 O -2.152 0.197 0.253  C4 1.209
6 N -0.509 1.700 0.777  C4 1.334, H13 1.007, H14 1.014
7 H 1.576 1.228 -0.742  C1 1.100
8 H 1.933 -0.086 0.440  C1 1.099
9 H -0.234 -0.125 -1.491  N2 1.020
10 H -1.171 -1.934 -0.271  C3 1.090
11 H 0.529 -2.212 -0.840  C3 1.088
12 H 0.207 -1.794 0.859  C3 1.092
13 H -1.130 2.304 1.291  N6 1.007
14 H 0.492 1.856 0.733  N6 1.014

three:
DFT (wB97M-V/def2-TZVPD) results for 2 unconnected molecules or ions with the total composition C3H8N2O.

## Properties
LUMO level	0.36	eV
net charge	0
Kohn-Sham gap	8.89	eV
HOMO energy	-8.53	eV

Bonds (Å) are listed after each position.
CARTESIAN COORDINATES (ANGSTROEM)
1 C 0.855 1.803 0.125  N2 1.440, H7 1.098, H8 1.098, H9 1.099
2 N 0.282 0.484 0.040  C1 1.440, C4 1.309
3 C 0.141 -1.152 -1.219  H10 1.093, H11 1.086, H12 1.084
4 C -0.496 0.034 0.991  N2 1.309, O5 1.226, N6 1.485
5 O -0.883 0.454 2.077  C4 1.226
6 N -0.914 -1.291 0.469  C4 1.485, H13 1.020, H14 1.021
7 H 0.525 2.290 1.052  C1 1.098
8 H 1.952 1.764 0.123  C1 1.098
9 H 0.539 2.424 -0.725  C1 1.099
10 H -0.524 -1.943 -1.574  C3 1.093
11 H 0.223 -0.385 -1.984  C3 1.086
12 H 1.104 -1.544 -0.918  C3 1.084
13 H -1.923 -1.322 0.327  N6 1.020
14 H -0.675 -2.043 1.117  N6 1.021

four:
DFT (wB97M-V/def2-TZVPD) results for C3H8N2O in the gas phase.

## Properties
LUMO level	0.94	eV
structure (SMILES)	N[C@@H]1C(O)[C@H]1N
net charge	0
Kohn-Sham gap	9.65	eV
HOMO energy	-8.72	eV

Bonds (Å) are listed after each position.
CARTESIAN COORDINATES (ANGSTROEM)
1 N 2.127 0.191 -0.207  C2 1.424, H7 1.110, H8 1.137
2 C 0.729 0.223 -0.476  N1 1.424, C3 1.475, C5 1.530, H9 1.102
3 C -0.212 0.994 0.358  C2 1.475, O4 1.392, C5 1.502, H10 1.097
4 O -1.234 1.730 -0.235  C3 1.392, H11 0.995
5 C -0.291 -0.506 0.400  C2 1.530, C3 1.502, N6 1.419, H12 1.101
6 N -1.443 -1.037 -0.237  C5 1.419, H13 1.048, H14 1.050
7 H 2.352 0.571 0.811  N1 1.110
8 H 2.569 -0.844 -0.371  N1 1.137
9 H 0.466 0.231 -1.546  C2 1.102
10 H 0.145 1.497 1.264  C3 1.097
11 H -1.765 1.101 -0.795  O4 0.995
12 H 0.095 -1.083 1.254  C5 1.101
13 H -2.276 -1.070 0.399  N6 1.048
14 H -1.262 -1.998 -0.620  N6 1.050

Compare the structures above. Which one is the most stable? four is.